1.
Molecular formula: CH5N2Si
Method: DFT, ωB97M-V/def2-TZVPD

Geometry as XYZ:
```
9
Properties=species:S:1:pos:R:3:forces:R:3
C -1.1373 0.5779 0.2048 1.1062 1.0538 -0.3816
Si 0.0691 -0.5994 -0.6290 1.1875 -0.8254 1.0423
N 1.7316 -0.2752 0.4911 1.5214 1.0215 1.0339
N 2.6238 0.1260 0.9924 -1.3408 -0.7964 -0.7063
H -1.2992 0.6433 1.2713 0.6146 -0.7713 0.5028
H -1.1146 1.6533 -0.0767 0.5651 -0.7514 -0.4051
H -2.0531 0.2396 -0.1585 -1.9891 -0.6550 -0.7779
H 0.9663 -0.2198 -1.7680 -0.9376 -0.0221 0.0960
H 0.2134 -2.1458 -0.3274 -0.7272 1.7463 -0.4041
```
Positions in Å, forces in eV/Å.

structure (SMILES) = C[SiH2][N+]#N
orbital gap = 12.50 eV
highest occupied orbital energy = -17.6 eV
energy relative to the best compared isomer or geometry (same formula, charge and spin) = 0.00 kcal/mol
DFT total energy = -11967.919 eV
charge = +1

2.
Molecular formula: C43H33BrCoF4NP3
Method: DFT, ωB97M-V/def2-TZVPD

Geometry as XYZ:
```
86
Properties=species:S:1:pos:R:3:forces:R:3
Co 0.8283 -0.0791 -0.5023 -0.4147 -0.3242 0.0114
F -4.5398 -4.3916 -1.6237 0.0163 0.0180 -0.0023
C -3.6552 -3.4313 -1.7812 -0.0304 0.0109 -0.0813
C -3.5948 -2.7246 -2.9736 -0.0392 -0.0545 0.0410
F -4.4253 -3.0157 -3.9548 0.0133 0.0071 0.0167
C -2.6570 -1.7148 -3.1250 0.0577 0.0491 0.0322
F -2.6308 -1.0623 -4.2825 -0.0105 -0.0275 -0.0073
C -1.7588 -1.3820 -2.1186 0.0161 -0.0575 0.1318
P -0.5679 -0.0008 -2.3120 -0.1645 0.2128 -0.1015
C 0.3300 -0.3701 -3.8418 0.0212 -0.0708 0.0269
C 0.8985 0.6719 -4.5731 0.0059 -0.0445 0.0303
C 1.6181 0.3947 -5.7261 -0.0024 0.0363 -0.0180
C 1.7922 -0.9172 -6.1421 -0.0017 -0.0288 -0.0027
C 1.2516 -1.9592 -5.4007 -0.0233 0.0101 0.0043
C 0.5238 -1.6888 -4.2523 -0.0386 0.0686 -0.0143
C -1.6140 1.4423 -2.6209 -0.0382 -0.0276 -0.0459
C -2.0623 2.1463 -1.5060 0.0443 -0.0586 0.0165
C -2.9194 3.2240 -1.6513 0.0274 -0.0051 0.0297
C -3.3301 3.6061 -2.9200 -0.0044 -0.0135 -0.0182
C -2.8935 2.9035 -4.0360 -0.0159 0.0250 -0.0037
C -2.0442 1.8180 -3.8940 0.0683 0.0398 0.0540
C -1.8483 -2.1130 -0.9337 0.0414 0.1375 -0.2554
Br -0.6629 -1.7578 0.5107 0.0285 -0.0866 -0.0213
C -2.7728 -3.1214 -0.7559 0.0939 0.0669 0.1065
F -2.8274 -3.7978 0.3834 -0.0291 -0.0191 -0.0222
H 0.7555 1.6992 -4.2605 0.0138 0.0249 -0.0143
H 2.0315 1.2071 -6.3092 0.0089 0.0083 0.0055
H 2.3433 -1.1299 -7.0483 -0.0056 0.0079 -0.0143
H 1.3771 -2.9822 -5.7287 0.0083 -0.0111 -0.0004
H 0.0843 -2.5067 -3.6944 0.0052 -0.0312 0.0125
H -1.7432 1.8296 -0.5202 -0.0155 0.0194 0.0080
H -3.2626 3.7674 -0.7807 -0.0172 0.0006 0.0028
H -3.9984 4.4478 -3.0412 0.0034 0.0109 -0.0023
H -3.2232 3.1986 -5.0228 -0.0044 -0.0023 -0.0091
H -1.7205 1.2724 -4.7687 -0.0055 -0.0125 -0.0188
C 3.2715 2.0254 2.4159 0.0760 0.0829 -0.0057
N 2.4334 1.3683 1.4141 -0.1216 -0.1424 0.0801
P 2.5495 -0.1563 0.7480 0.0445 0.0895 0.1508
C 3.2616 -1.3930 1.8102 0.0883 0.1719 -0.0874
C 4.6495 -1.5435 1.8619 0.0143 -0.0211 -0.0448
C 5.2032 -2.4646 2.7352 -0.0113 0.0041 -0.0172
C 4.3770 -3.2325 3.5461 -0.0020 0.0244 -0.0082
C 2.9963 -3.0877 3.4901 -0.0190 -0.0100 0.0062
C 2.4321 -2.1671 2.6236 0.0578 -0.0041 0.0169
C 3.2775 -0.0827 -0.8885 0.3515 -0.1060 0.0620
C 3.3115 -1.2768 -1.6273 -0.0818 0.0203 -0.0047
C 3.7367 -1.2599 -2.9471 -0.0153 -0.0604 0.0853
C 4.1305 -0.0640 -3.5259 0.0020 0.0403 0.0089
C 4.0837 1.1242 -2.8025 0.0474 0.0382 -0.0695
C 3.6527 1.1262 -1.4899 -0.0890 -0.0236 0.0701
P 0.8656 1.7503 0.8481 0.0421 0.0482 -0.1091
C 0.8467 3.4599 0.3125 0.0121 -0.1352 0.0143
C 0.6982 4.5088 1.2228 -0.0197 -0.0338 -0.0378
C 0.7301 5.8159 0.7669 0.0049 0.0317 0.0014
C 0.9034 6.0775 -0.5871 0.0051 -0.0031 0.0308
C 1.0489 5.0361 -1.4935 0.0072 -0.0265 -0.0240
C 1.0223 3.7255 -1.0454 -0.0208 0.0473 0.0199
C -0.2559 1.5924 2.2488 -0.0402 0.0680 -0.1039
C -1.5189 2.1828 2.1813 0.0386 -0.0149 0.0724
C -2.4418 1.9574 3.1907 0.0185 0.0141 -0.0185
C -2.1084 1.1482 4.2683 0.0070 -0.0128 0.0064
C -0.8499 0.5670 4.3425 0.0014 0.0078 0.0139
C 0.0757 0.7829 3.3329 0.0020 0.0138 0.0092
H 4.3143 2.0128 2.1007 -0.0045 0.0061 0.0188
H 3.1807 1.5412 3.3892 0.0095 0.0129 -0.0171
H 2.9564 3.0640 2.5090 0.0102 -0.0046 -0.0091
H 5.2891 -0.9552 1.2147 0.0118 0.0089 0.0106
H 6.2764 -2.5865 2.7791 0.0054 -0.0050 0.0069
H 4.8126 -3.9528 4.2249 0.0022 -0.0117 0.0039
H 2.3613 -3.6973 4.1179 -0.0055 -0.0039 0.0072
H 1.3564 -2.0567 2.5794 -0.0342 0.0061 0.0211
H 3.0332 -2.2151 -1.1573 0.0200 -0.0163 0.0054
H 3.7697 -2.1801 -3.5130 0.0145 -0.0028 -0.0145
H 4.4798 -0.0547 -4.5488 0.0029 0.0088 -0.0166
H 4.3980 2.0493 -3.2665 0.0025 0.0132 0.0016
H 3.6167 2.0478 -0.9207 0.0123 -0.0078 -0.0116
H 0.5442 4.3053 2.2755 -0.0056 0.0017 0.0046
H 0.6157 6.6321 1.4669 -0.0003 0.0107 -0.0011
H 0.9209 7.1011 -0.9363 -0.0025 0.0062 -0.0064
H 1.1733 5.2471 -2.5469 0.0034 0.0050 -0.0082
H 1.1209 2.9040 -1.7465 -0.0093 -0.0060 -0.0228
H -1.7730 2.8347 1.3546 -0.0124 0.0268 0.0264
H -3.4166 2.4228 3.1419 -0.0154 0.0012 0.0044
H -2.8266 0.9805 5.0591 -0.0081 -0.0047 0.0069
H -0.5847 -0.0442 5.1944 -0.0008 -0.0117 0.0089
H 1.0621 0.3400 3.4094 -0.0091 -0.0209 -0.0141
```
Positions in Å, forces in eV/Å.

orbital gap (alpha / beta) = 7.34 / 8.33 eV
highest occupied orbital energy (alpha / beta) = -14.0 / -14.1 eV
<S²> = 0.8108
spin multiplicity = 2
DFT total energy = -193009.762 eV
charge = +2

3.
Molecular formula: C44H34F6N4
Method: DFT, ωB97M-V/def2-TZVPD

Geometry as XYZ:
```
88
Properties=species:S:1:pos:R:3:forces:R:3
C 1.1419 -0.5809 5.0063 -0.0200 -0.1722 -0.0702
C -0.1231 0.0221 4.9747 0.1818 -0.2020 -0.2532
C -1.0431 -0.3308 3.9873 0.3332 -0.2819 -0.0267
C -0.7145 -1.3138 3.0252 0.0631 -0.1050 0.4954
C -1.6741 -1.7771 2.0175 -0.2699 -0.8735 -0.8113
N -1.4661 -2.9877 1.5127 1.1461 0.6716 1.6562
C -1.9638 -3.5841 0.4679 -1.0775 0.2425 -1.1475
C -1.5701 -4.8782 0.0685 0.5106 -1.6987 -0.7920
N -1.3391 -5.9485 -0.3696 -0.4905 1.7414 0.9572
C -2.7936 -0.9312 1.5858 -0.1908 0.5545 -0.4350
C -2.7104 0.4852 1.5748 -0.4052 -0.2099 -0.0727
C -3.7915 1.2577 1.1416 -0.0347 -0.3741 0.0115
C -4.9624 0.6361 0.6828 0.0178 -0.1859 0.0678
C -5.0520 -0.7642 0.6761 0.2219 0.2803 0.1417
C -3.9780 -1.5353 1.1194 -0.1803 0.2881 0.0742
C 0.5503 -1.9308 3.0791 0.1735 0.2687 0.3509
C 1.4727 -1.5684 4.0623 -0.4358 0.2273 0.0297
H 1.8672 -0.2924 5.7734 -0.2798 -0.1158 -0.2748
H -0.3983 0.7623 5.7274 0.1156 -0.1715 -0.2084
H -2.0302 0.1341 3.9681 0.3199 -0.2029 0.1048
H -2.5650 -3.0439 -0.2808 0.0899 -0.3397 0.2088
H -1.7969 0.9767 1.9178 -0.3247 -0.1913 -0.1947
H -3.7276 2.3488 1.1731 0.0075 -0.3782 -0.0897
H -5.8083 1.2386 0.3379 0.3299 -0.2070 0.1346
H -5.9608 -1.2691 0.3393 0.2536 0.2561 0.0590
H -4.0590 -2.6246 1.1157 -0.0418 0.4547 0.0972
H 0.7898 -2.6983 2.3404 -0.0962 0.2817 0.2765
H 2.4417 -2.0684 4.0923 -0.2104 0.2212 0.0290
F -6.4553 -2.0970 8.7300 0.7288 -0.8138 -0.1643
C -5.4986 -3.0321 8.4972 1.3151 0.9875 -0.0652
F -4.8330 -2.6861 7.3426 -0.7442 0.0178 1.1150
F -4.5723 -2.9629 9.5158 -1.0143 0.2718 -0.8764
C -6.0110 -4.4357 8.3729 0.6520 -0.9143 -0.2296
N -4.8514 -5.3084 8.0795 -1.0361 0.9302 0.3648
C -4.4403 -6.1924 9.1140 0.2306 -0.2115 0.8651
C -5.1765 -7.3550 9.3949 0.5095 0.2804 -0.0372
C -4.8155 -8.1495 10.4841 0.0522 0.1167 -0.0211
C -3.7355 -7.7825 11.2955 0.0301 0.0527 -0.1062
C -3.0054 -6.6242 11.0104 -0.1990 -0.0526 -0.1051
C -3.3697 -5.8126 9.9387 -0.3449 -0.4284 -0.3620
C -4.6129 -5.5827 6.7291 0.4104 0.0630 -0.8845
C -3.3680 -5.2477 6.1492 -0.3615 -0.3299 0.2887
C -3.1650 -5.4109 4.7941 -0.3338 -0.1972 -0.5096
C -4.1892 -5.9613 3.9503 0.1227 -0.1867 0.9010
C -4.0064 -6.0336 2.5424 0.1988 -0.2571 -0.2721
C -4.9828 -6.4442 1.5858 -0.3684 0.2411 -0.2973
C -4.5665 -6.8404 0.2801 0.2294 0.1973 0.0905
C -5.4616 -7.2827 -0.6683 -0.4129 0.0651 0.2179
C -6.8297 -7.3953 -0.3442 0.3303 0.0689 0.5555
N -7.7632 -7.8256 -1.2780 0.2501 0.3816 -1.2634
C -7.6732 -7.2470 -2.6272 0.1309 -0.5650 0.6856
C -8.5173 -6.0040 -2.6394 -1.0255 1.0139 0.8928
F -8.5275 -5.3221 -3.8107 0.0635 -0.6544 0.8883
F -9.8181 -6.3210 -2.3148 1.0484 0.4910 -0.5273
F -8.0765 -5.1477 -1.6525 -0.4638 -0.5158 -1.1128
C -8.5621 -8.9833 -1.0817 -0.8282 -0.6443 -0.0303
C -9.8016 -8.9056 -0.4222 0.5199 -0.1743 -0.2263
C -10.5773 -10.0561 -0.2766 0.1630 -0.0296 -0.0324
C -10.1304 -11.2820 -0.7776 0.1475 0.1332 0.0077
C -8.8979 -11.3576 -1.4368 -0.1067 0.1397 -0.0859
C -8.1340 -10.2080 -1.6271 -0.0918 0.4451 0.5346
C -7.2785 -7.0020 0.9284 0.3293 0.0252 -0.0048
C -6.3890 -6.4598 1.8337 -0.0583 -0.3941 0.0073
C -5.3456 -6.4710 4.6162 -0.2227 0.4307 -0.2140
C -5.6123 -6.1666 5.9337 0.4596 -0.1111 0.1102
H -6.4470 -4.7404 9.3267 -0.2230 0.0990 -0.2128
H -6.7211 -4.4720 7.5395 -0.1341 0.0762 0.3510
H -6.0147 -7.6088 8.7424 0.2078 -0.0417 0.2540
H -5.3841 -9.0548 10.6968 0.1650 0.2252 0.0062
H -3.4591 -8.3967 12.1584 -0.1214 0.1964 -0.3813
H -2.1526 -6.3360 11.6177 -0.1638 -0.1015 0.0347
H -2.8562 -4.8802 9.7086 -0.0437 -0.2716 0.1281
H -2.5965 -4.8422 6.8054 -0.1875 -0.0460 -0.2995
H -2.2181 -5.1223 4.3399 -0.2143 0.1107 0.0498
H -2.9989 -5.8252 2.1656 -0.3108 -0.0855 0.0422
H -3.5091 -6.7765 0.0236 -0.1099 -0.1049 0.1319
H -5.1292 -7.5744 -1.6654 0.0908 0.0788 0.3783
H -6.6413 -6.9473 -2.8357 -0.2948 -0.1722 -0.3402
H -8.0753 -7.9629 -3.3459 0.2487 0.1796 -0.1403
H -10.1384 -7.9372 -0.0493 0.0293 -0.3188 -0.1197
H -11.5351 -9.9862 0.2352 0.1652 -0.0702 -0.1282
H -10.7453 -12.1781 -0.6585 0.2520 0.3162 -0.0150
H -8.5215 -12.3090 -1.8101 -0.1979 0.1870 0.0418
H -7.1790 -10.2203 -2.1599 -0.2965 -0.1688 0.1909
H -8.3440 -7.0792 1.1510 0.3709 0.2190 -0.0485
H -6.8053 -6.0292 2.7383 0.1895 0.0225 -0.2338
H -6.0555 -7.1044 4.0945 0.2247 0.1962 0.0454
H -6.5713 -6.4222 6.3896 0.3366 -0.1766 -0.1510
```
Positions in Å, forces in eV/Å.

orbital gap = 2.88 eV
highest occupied orbital energy = -5.5 eV
energy relative to the best compared isomer or geometry (same formula, charge and spin) = 0.00 kcal/mol
DFT total energy = -68441.792 eV

4.
Molecular formula: C14H38IN3O2
Method: DFT, ωB97M-V/def2-TZVPD

Geometry as XYZ:
```
58
Properties=species:S:1:pos:R:3:forces:R:3
O -0.3365 -0.5688 -0.6944 -0.4053 -0.4253 0.5686
H -0.4793 -0.8845 -1.5897 -0.6412 -0.7254 -1.5442
H 0.5780 -0.7313 -0.4519 1.4057 -0.1651 0.5540
H -0.5704 0.3595 -0.6234 -0.4525 1.1772 0.0195
I -2.1170 -2.8537 -4.5877 0.2769 0.3667 0.5729
O -0.9842 -4.1882 2.1010 1.0255 -0.1220 0.6702
C -1.6224 -5.2332 2.0528 0.8916 1.0271 1.6530
N -2.4205 -5.4013 1.0497 -1.8689 -0.7322 -2.3989
C -1.6109 -6.3149 3.0746 0.7526 0.0170 1.5653
H -3.1601 -6.0891 1.0489 0.3070 0.1918 -0.4242
H -2.2897 -4.6875 0.3473 -0.7272 -0.2417 -0.2833
H -2.5282 -6.8944 3.1785 0.1153 -0.0518 -0.3840
H -1.4036 -5.8715 4.0486 -0.2618 0.2720 0.0355
H -0.7314 -6.9502 2.9703 -0.1965 -0.2783 -0.5282
C 4.3663 0.0788 2.6978 -0.0840 0.1954 0.7565
C 3.1386 -0.0779 1.8290 0.4603 -0.7284 -1.4489
N 3.3948 -0.6626 0.4689 -1.3564 -0.5525 -0.0338
C 4.0924 0.2375 -0.4706 1.1058 -0.7596 0.8965
C 3.3482 1.4688 -0.8229 -0.8138 0.9411 -0.4459
C 3.9930 -2.0219 0.6050 0.1718 0.0146 -1.2457
C 3.7510 -2.8986 -0.6468 -0.9375 0.6524 0.1601
H 5.2931 0.3532 2.1939 -0.1111 -0.0823 -0.0851
H 4.4818 -0.8481 3.2596 0.5055 0.0324 -0.0813
H 4.1488 0.8470 3.4398 0.1790 0.0833 0.0956
H 2.5284 -0.8325 2.3253 -0.5072 0.3878 -0.0360
H 2.6006 0.8609 1.6982 -0.0774 -0.1424 0.1342
H 5.0331 0.4629 0.0318 0.5652 0.2867 -0.4335
H 4.2785 -0.2269 -1.4390 0.3155 -0.6455 0.4110
H 2.6429 1.1877 -1.6050 -0.9543 0.0657 0.5011
H 2.9440 1.9685 0.0575 -0.4798 -0.0065 -0.2861
H 3.8752 2.2438 -1.3795 0.8392 -0.1926 0.3207
H 3.5244 -2.5319 1.4467 0.1330 0.2278 0.1584
H 5.0714 -1.9554 0.7493 0.2304 0.0861 0.4154
H 2.6681 -3.0109 -0.7001 -0.1609 -0.0102 -0.3452
H 4.1244 -3.9226 -0.6546 0.4381 0.2261 0.4513
H 4.0841 -2.4006 -1.5574 0.0562 -0.0744 0.0179
C -1.6425 3.0032 -3.4853 -1.4707 0.3893 0.6011
C -2.0456 3.6299 -2.1480 1.2119 0.6927 1.1683
N -2.4471 2.7551 -1.0437 0.3619 -0.1147 0.6766
C -3.8087 2.4009 -1.3009 -1.3295 -1.5463 0.3966
C -4.3639 1.3934 -0.3170 0.7386 -0.5707 -0.0531
C -2.2326 3.4249 0.3002 0.4812 0.6368 -1.3083
C -3.1221 4.6579 0.5347 -0.2799 -1.0474 0.6107
H -1.0422 3.7168 -4.0497 0.6575 -0.4547 0.2538
H -2.5367 2.9434 -4.1056 -0.0886 -0.5343 -0.0083
H -1.2678 1.9991 -3.2864 0.4801 0.1689 -0.5432
H -1.1997 4.1030 -1.6492 0.3974 0.6118 -0.8310
H -2.8237 4.3814 -2.2815 0.0131 0.3067 -0.2581
H -4.4976 3.2428 -1.3700 0.0966 0.3916 -0.3460
H -3.8254 1.7978 -2.2087 0.0030 0.6659 -0.5612
H -3.6138 0.6053 -0.3824 0.0130 -0.3796 0.6071
H -4.4391 1.7472 0.7112 -0.2427 -0.0751 -0.0463
H -5.2682 0.9128 -0.6906 -0.2328 0.4026 0.2550
H -1.1996 3.7722 0.3171 0.2293 -0.0605 -0.2800
H -2.2390 2.7072 1.1206 -0.6956 -0.1363 -0.1278
H -2.9490 5.0463 1.5383 0.1017 0.1072 -0.0262
H -4.1458 4.2835 0.5318 -0.2370 0.4604 -0.0925
H -2.9966 5.4656 -0.1865 0.0527 -0.2295 -0.0403
```
Positions in Å, forces in eV/Å.

orbital gap = 5.26 eV
highest occupied orbital energy = -6.2 eV
DFT total energy = -31796.714 eV